# 1
The following is a DFT calculation (the ωB97M-V functional and the def2-TZVPD basis) of a 10-piece molecular cluster, C40H72O26 overall.

Values from the calculation:
gap between HOMO and LUMO	0.3848	hartree
SMILES	CCOC(=O)OC.CCOC(=O)OC.CCOC(=O)OC.CCOC(=O)OC.CCOC(=O)OC.CCOC(=O)OC.O=C1CCCO1.O=C1CCCO1.O=C1CCCO1.O=C1CCCO1
electronic energy	-95882.657	eV
total charge	0

Cartesian coordinates (Å):
O: 1.1927 4.1677 -2.7107
C: 1.5519 3.0924 -3.0930
O: 2.7202 2.5924 -2.6563
C: 2.9871 1.3386 -3.3465
C: 1.9170 1.1227 -4.4244
C: 0.7687 2.1373 -3.9585
H: 3.0379 0.5845 -2.6048
H: 3.9877 1.3752 -3.8251
H: 1.5833 0.0896 -4.3729
H: 2.2894 1.2961 -5.3998
H: 0.1012 1.5606 -3.3799
H: 0.1690 2.6375 -4.7503
O: -2.0731 1.7607 -0.7114
C: -3.2114 1.3756 -0.5495
O: -4.2062 2.3044 -0.5718
C: -5.5057 1.6860 -0.6245
C: -5.3011 0.3239 -0.1277
C: -3.7958 0.0595 -0.2416
H: -5.8094 1.7057 -1.6819
H: -6.1858 2.3080 -0.1114
H: -5.9258 -0.3363 -0.6894
H: -5.5245 0.1939 0.9437
H: -3.5811 -0.6037 -1.0651
H: -3.2543 -0.3254 0.6154
O: -1.3364 -4.8933 -2.2159
C: -0.8269 -4.2453 -3.0555
O: -1.3277 -4.1059 -4.2430
C: -0.4714 -3.1952 -4.9827
C: 0.9597 -3.2051 -4.2693
C: 0.5056 -3.5724 -2.7965
H: -0.9138 -2.2005 -4.9736
H: -0.5083 -3.5590 -6.0386
H: 1.4658 -2.2423 -4.2472
H: 1.6125 -4.0092 -4.6189
H: 0.3525 -2.8021 -2.0956
H: 1.1191 -4.2952 -2.3507
O: -0.5635 -0.7999 -1.6462
C: 0.0562 -0.1332 -0.8469
O: 1.1350 0.6102 -1.1570
C: 1.6733 1.1884 0.0591
C: 0.6626 1.0107 1.1395
C: -0.1469 -0.1975 0.6699
H: 2.0884 2.1794 -0.0438
H: 2.5205 0.6093 0.2471
H: -0.0478 1.8497 1.2343
H: 1.1842 0.9361 2.0986
H: -1.2448 -0.2179 0.8770
H: 0.3614 -1.1193 0.9182
C: -4.3930 -2.8515 -3.3045
C: -3.2133 -1.9478 -3.5288
O: -3.6908 -0.5806 -3.3250
C: -3.1059 0.4155 -3.9077
O: -2.2643 0.3575 -4.7718
O: -3.7010 1.5564 -3.4309
C: -3.0859 2.8193 -3.6664
H: -4.1678 -3.8649 -3.5861
H: -5.1815 -2.4633 -3.9149
H: -4.7679 -2.7849 -2.2660
H: -2.7230 -2.0351 -4.4691
H: -2.5213 -2.2851 -2.7208
H: -3.4570 3.0778 -4.6501
H: -2.0323 2.7714 -3.6303
H: -3.3975 3.5612 -2.9182
C: 1.9924 -2.5156 5.3101
C: 0.7491 -2.3566 4.4400
O: -0.0046 -1.2446 4.9149
C: -1.0715 -0.9080 4.1821
O: -1.5283 -1.5468 3.2539
O: -1.6397 0.1706 4.7788
C: -2.7240 0.7657 4.0475
H: 2.6510 -1.6989 5.3612
H: 2.6610 -3.2980 4.8769
H: 1.6111 -2.8610 6.2662
H: 0.0695 -3.2300 4.3424
H: 1.0680 -2.0578 3.4262
H: -3.6824 0.3907 4.4621
H: -2.5235 0.4901 2.9769
H: -2.5971 1.7951 4.2094
C: 3.1889 -4.6416 -0.3398
C: 2.4991 -4.6595 1.0032
O: 3.1325 -3.7559 1.9288
C: 3.0471 -2.4287 1.7378
O: 2.3545 -1.8700 0.8826
O: 3.7716 -1.7920 2.6340
C: 3.9709 -0.3230 2.5378
H: 4.1907 -5.0726 -0.4158
H: 3.3366 -3.6333 -0.7313
H: 2.5357 -5.0577 -1.1237
H: 2.5294 -5.6987 1.4182
H: 1.4482 -4.4459 1.0364
H: 3.0738 0.1559 2.8095
H: 4.3062 -0.0002 1.5259
H: 4.6988 -0.1509 3.2853
C: 2.2868 7.4633 -1.7888
C: 1.3719 7.7580 -0.6250
O: 0.3050 6.8593 -0.7281
C: -0.1299 6.4286 0.4808
O: 0.2368 6.8908 1.5123
O: -0.9788 5.4337 0.3855
C: -1.3123 4.9358 -0.9228
H: 1.6046 7.4208 -2.6739
H: 2.7840 6.5146 -1.6702
H: 3.0150 8.2434 -1.9057
H: 0.9886 8.7665 -0.4324
H: 1.8645 7.6072 0.3185
H: -1.8948 3.9891 -0.7471
H: -0.4364 4.7886 -1.5182
H: -1.9202 5.7048 -1.4590
C: -0.4976 4.3137 3.5373
C: 0.8672 4.8195 3.8094
O: 1.7564 4.3694 2.7708
C: 2.3685 3.2111 2.8966
O: 2.1847 2.3940 3.7623
O: 3.2558 3.0142 1.9209
C: 3.7653 4.0420 1.0747
H: -1.0614 4.6088 2.6250
H: -1.2820 4.6870 4.2565
H: -0.4437 3.2789 3.5748
H: 1.2932 4.4904 4.7784
H: 0.9258 5.9374 3.8515
H: 4.2474 4.8831 1.6423
H: 2.9176 4.4081 0.5411
H: 4.4923 3.6566 0.3158
C: -1.1973 -4.3714 1.2221
C: -1.6335 -5.8394 1.2225
O: -0.4085 -6.6319 1.2314
C: 0.3199 -6.5522 2.2798
O: 0.1424 -5.7886 3.2116
O: 1.2241 -7.5210 2.1744
C: 2.0863 -7.6396 3.3125
H: -2.0759 -3.6501 1.1472
H: -0.6920 -4.0498 0.2306
H: -0.5617 -4.0647 2.0049
H: -2.0523 -6.1301 0.2465
H: -2.2523 -6.0392 2.0821
H: 2.9646 -8.2099 3.0969
H: 1.4783 -8.0975 4.1201
H: 2.4298 -6.6371 3.5625

Forces on atoms 1 to 6 (eV/Å):
O -0.1424 0.6243 -0.0525
C -0.6847 0.1480 0.6375
O 0.1694 -0.8241 -1.1439
C 1.0993 0.6673 -0.9633
C -1.4155 0.4699 1.6926
C 1.9317 -0.5429 -1.7997

# 2
The following is a DFT calculation (the ωB97M-V functional and the def2-TZVPD basis) of a 3-piece molecular cluster, C40H75ClFN3O8S overall.

Values from the calculation:
gap between HOMO and LUMO (alpha / beta)	0.3220 / 0.3550	hartree
spin multiplicity	3
electronic energy	-89613.142	eV
total charge	0

Cartesian coordinates (Å):
C: -1.2565 -3.6333 0.8407
C: -1.0608 -2.3189 0.7267
C: -2.1746 -1.3028 0.4808
C: -1.6832 -0.0704 1.2765
F: -2.3857 1.0830 0.9298
C: -1.6185 -0.2681 2.7998
C: -2.2585 0.8531 3.6315
O: -3.3427 -1.8869 1.1169
S: -4.7309 -1.1067 1.0879
O: -5.7295 -2.1051 1.2366
O: -4.7277 -0.0264 2.0190
C: -4.7152 -0.4040 -0.5812
Cl: -6.3796 -0.0161 -1.0304
C: -3.8532 -1.2342 -1.5752
C: -4.1348 -0.6692 -2.9861
C: -3.1746 -0.8935 -4.1726
C: -2.5025 -2.2618 -4.4001
C: -3.4764 -3.2097 -5.1371
C: -1.2885 -2.0691 -5.3293
C: -4.2409 -2.7316 -1.5888
O: -5.6420 -2.9087 -1.4070
N: -6.1647 -3.7457 -2.4424
O: -7.2028 -3.3646 -2.7991
C: -2.3849 -1.0878 -1.0730
C: -1.6130 0.1198 -1.6385
C: -0.4036 -0.2671 -2.5222
C: 0.9096 -0.1868 -1.7273
C: 2.1574 0.0226 -2.6016
C: 3.3646 -0.6595 -1.9606
C: 3.3917 -2.1674 -2.2430
O: 3.8654 -2.8942 -1.1226
C: 2.8310 -3.6077 -0.4707
H: -0.6573 -4.2153 1.5317
H: -2.0212 -4.1463 0.2669
H: -0.0579 -1.8993 0.7617
H: -0.6643 0.1051 0.9256
H: -0.5637 -0.3111 3.0778
H: -2.0524 -1.2227 3.0934
H: -3.2989 0.6425 3.8560
H: -2.1514 1.8310 3.1684
H: -1.7351 0.8994 4.5892
H: -4.2057 0.5528 -0.4692
H: -5.1218 -1.0446 -3.2678
H: -4.2756 0.4111 -2.8963
H: -2.4105 -0.1147 -4.1629
H: -3.7648 -0.6897 -5.0701
H: -2.2097 -2.7584 -3.4739
H: -2.8962 -3.9657 -5.6733
H: -4.0448 -2.6691 -5.8941
H: -4.1383 -3.7699 -4.4754
H: -0.5565 -2.8625 -5.1671
H: -0.7973 -1.1088 -5.1772
H: -1.6119 -2.1396 -6.3689
H: -3.7045 -3.2974 -0.8254
H: -3.9743 -3.1600 -2.5530
H: -1.9076 -1.9624 -1.5234
H: -2.2441 0.7786 -2.2354
H: -1.1955 0.7673 -0.8794
H: -0.4890 -1.2980 -2.8725
H: -0.3101 0.4273 -3.3588
H: 1.0595 -1.1251 -1.1815
H: 0.8601 0.6421 -1.0150
H: 2.3213 1.0900 -2.7543
H: 1.9707 -0.4245 -3.5847
H: 4.2836 -0.2159 -2.3512
H: 3.3806 -0.5014 -0.8794
H: 4.0675 -2.3711 -3.0770
H: 2.3956 -2.5225 -2.5355
H: 2.5048 -4.4491 -1.0923
H: 1.9698 -2.9534 -0.2824
H: 3.2143 -3.9638 0.4830
C: 4.8937 -0.2141 4.3158
C: 3.7787 -1.1748 3.8261
C: 2.4511 -0.9293 4.5663
C: 2.3299 -1.5617 5.9513
C: 2.7482 -3.0275 5.9166
C: 4.1494 -3.2192 5.3382
N: 4.2167 -2.6032 3.9679
O: 3.6191 -3.3561 3.1118
C: 5.1827 -2.6188 6.3025
C: 4.4862 -4.7026 5.2307
C: 3.5623 -0.8373 2.3530
H: 5.6821 -0.7214 4.8606
H: 5.3824 0.2612 3.4658
H: 4.4950 0.5730 4.9571
H: 1.6379 -1.3215 3.9458
H: 2.2935 0.1494 4.6325
H: 2.9220 -1.0064 6.6836
H: 1.2929 -1.4871 6.2842
H: 2.7228 -3.4573 6.9207
H: 2.0294 -3.5931 5.3155
H: 6.1907 -2.7018 5.8935
H: 5.1492 -3.1787 7.2375
H: 4.9985 -1.5773 6.5519
H: 3.7434 -5.2474 4.6533
H: 4.5209 -5.1291 6.2338
H: 5.4601 -4.8460 4.7612
H: 4.4387 -1.0724 1.7482
H: 3.3713 0.2361 2.2829
H: 2.7080 -1.3550 1.9188
C: 1.8421 5.4872 -0.5316
C: 1.1136 5.2614 -1.8814
C: 0.7255 6.5935 -2.5508
C: -0.5441 7.2622 -2.0238
C: -1.6939 6.2627 -1.9457
C: -1.3310 5.0275 -1.1238
N: -0.0909 4.3892 -1.6864
O: -0.3616 3.7117 -2.7485
C: -1.1621 5.4339 0.3477
C: -2.4552 4.0029 -1.1485
C: 2.1156 4.5534 -2.7897
H: 1.2560 5.1729 0.3249
H: 2.7587 4.8985 -0.4945
H: 2.1105 6.5345 -0.3885
H: 0.5878 6.4097 -3.6209
H: 1.5728 7.2765 -2.4636
H: -0.3628 7.7225 -1.0490
H: -0.8177 8.0780 -2.6955
H: -2.5797 6.7278 -1.5071
H: -1.9712 5.9539 -2.9585
H: -0.8570 4.5798 0.9548
H: -2.1240 5.7866 0.7206
H: -0.4484 6.2385 0.5030
H: -2.7324 3.7231 -2.1630
H: -3.3433 4.4050 -0.6602
H: -2.1404 3.1051 -0.6144
H: 2.3459 3.5561 -2.4125
H: 3.0355 5.1404 -2.8038
H: 1.7529 4.4587 -3.8105

Forces on atoms 1 to 6 (eV/Å):
C 0.1202 0.2081 -0.0659
C -0.2522 -0.0743 -0.1922
C 0.5138 -0.0078 -0.4792
C 0.3015 -0.0146 -0.1425
F -0.2754 -0.1075 0.0921
C -0.0602 0.2392 0.2270